Entry from OMol25: the molecule C4H4FNO at a distorted geometry (ωB97M-V with the def2-TZVPD basis set).

Structure (XYZ):
```
11
Properties=species:S:1:pos:R:3:forces:R:3
C 1.2011 -0.2647 -0.1272 1.99 2.49 -3.71
C 0.1915 -0.6950 0.7282 -1.63 -2.32 8.21
C -1.1717 0.6563 -0.5384 2.47 -5.40 2.81
C 0.1290 0.7283 0.2905 -2.23 1.03 -1.49
H 2.2391 0.2109 -0.2513 -1.32 -1.56 1.42
H 0.3892 -0.9356 1.8963 -0.55 0.28 -2.94
H -1.5716 1.4225 -1.0286 -1.82 2.96 -1.92
H 0.3958 1.7233 0.7073 -0.19 -1.31 0.32
N -1.7241 -0.5238 -0.5720 1.18 0.87 0.32
O -0.9248 -1.4958 0.1852 0.93 3.66 0.03
F 0.8467 -0.8266 -1.2899 1.15 -0.70 -3.06
```
Positions in Å, forces in eV/Å.

Summary:
SMILES = F[C@H]1[C@H]2C=NO[C@@H]12
Kohn-Sham gap = 10.287 eV
highest occupied orbital energy = -0.352 Ha
relative energy (zero: lowest compared OMol25 entry of this formula, charge and spin) = 108.6 kcal/mol
energy = -10462.84800 eV
LUMO = 0.70 eV